Record 1
Computed, not measured: a 10-piece molecular cluster, C80H70O15S5 overall in a non-equilibrium geometry, with ωB97M-V with the def2-TZVPD basis set.

CARTESIAN COORDINATES (ANGSTROEM)
C (3.882, -6.409, -2.741)
S (3.628, -4.613, -2.510)
O (3.878, -3.912, -3.834)
C (1.871, -4.630, -2.000)
H (4.027, -6.865, -1.757)
H (4.660, -6.746, -3.419)
H (2.980, -6.942, -3.065)
H (1.348, -5.493, -2.421)
H (1.369, -3.750, -2.400)
H (1.748, -4.707, -0.921)
C (5.490, -2.043, -0.388)
S (6.626, -2.829, 0.801)
O (6.952, -4.233, 0.350)
C (8.181, -1.910, 0.634)
H (5.913, -1.263, -1.016)
H (4.589, -1.707, 0.123)
H (5.156, -2.907, -0.967)
H (8.123, -1.191, -0.184)
H (9.010, -2.592, 0.481)
H (8.236, -1.325, 1.552)
C (2.479, 2.135, -5.570)
S (2.920, 1.948, -3.804)
O (4.250, 1.250, -3.844)
C (3.234, 3.717, -3.430)
H (1.933, 3.054, -5.774)
H (1.898, 1.228, -5.731)
H (3.328, 2.170, -6.251)
H (4.103, 4.039, -2.864)
H (2.341, 3.883, -2.819)
H (3.186, 4.306, -4.344)
C (-1.214, -4.350, 2.663)
S (-2.716, -5.116, 1.933)
O (-2.830, -6.450, 2.637)
C (-2.118, -5.555, 0.284)
H (-1.328, -3.686, 3.517)
H (-0.726, -3.865, 1.813)
H (-0.495, -5.092, 3.018)
H (-1.035, -5.624, 0.183)
H (-2.432, -4.774, -0.416)
H (-2.625, -6.460, -0.039)
C (-0.068, -0.609, 0.124)
S (0.449, -0.229, -1.597)
O (0.248, 1.250, -1.834)
C (2.260, -0.526, -1.431)
H (0.713, -0.459, 0.870)
H (-0.495, -1.601, 0.229)
H (-0.795, 0.195, 0.256)
H (2.789, -0.308, -2.357)
H (2.397, -1.574, -1.159)
H (2.742, 0.078, -0.665)
C (-8.231, -3.510, 4.803)
C (-8.744, -4.459, 3.926)
C (-8.287, -4.480, 2.607)
C (-7.287, -3.635, 2.204)
C (-6.578, -2.866, 3.142)
C (-7.033, -2.870, 4.457)
C (-5.468, -1.988, 2.758)
O (-4.791, -1.411, 3.584)
C (-4.985, -2.024, 1.342)
C (-3.845, -1.349, 0.929)
C (-3.287, -1.385, -0.329)
C (-3.901, -2.274, -1.241)
C (-5.089, -2.928, -0.907)
C (-5.615, -2.860, 0.389)
C (-6.809, -3.683, 0.782)
O (-7.379, -4.317, -0.080)
H (-8.405, -3.608, 5.868)
H (-9.565, -5.149, 4.072)
H (-8.727, -5.192, 1.921)
H (-6.601, -2.260, 5.238)
H (-3.319, -0.703, 1.629)
H (-2.423, -0.849, -0.673)
H (-3.564, -2.304, -2.270)
H (-5.445, -3.679, -1.600)
C (8.009, -1.120, 4.973)
C (8.340, 0.089, 5.592)
C (7.400, 1.088, 5.664)
C (6.135, 0.915, 5.086)
C (5.825, -0.264, 4.398)
C (6.804, -1.283, 4.277)
C (4.508, -0.463, 3.704)
O (4.218, -1.517, 3.194)
C (3.622, 0.749, 3.706)
C (2.344, 0.584, 3.183)
C (1.426, 1.613, 3.227)
C (1.738, 2.794, 3.884)
C (3.012, 2.979, 4.452)
C (3.922, 1.925, 4.363)
C (5.217, 2.072, 5.096)
O (5.557, 3.121, 5.606)
H (8.726, -1.931, 4.943)
H (9.337, 0.281, 5.963)
H (7.667, 1.968, 6.230)
H (6.622, -2.183, 3.709)
H (2.088, -0.377, 2.753)
H (0.414, 1.387, 2.910)
H (1.132, 3.678, 3.723)
H (3.228, 3.910, 4.951)
C (-8.804, -0.573, 0.708)
C (-8.657, -0.172, 2.038)
C (-7.553, 0.567, 2.433)
C (-6.577, 0.956, 1.515)
C (-6.736, 0.574, 0.157)
C (-7.800, -0.259, -0.176)
C (-5.798, 1.034, -0.901)
O (-6.049, 0.828, -2.069)
C (-4.539, 1.692, -0.436)
C (-3.473, 1.756, -1.345)
C (-2.257, 2.258, -0.924)
C (-2.123, 2.675, 0.397)
C (-3.124, 2.542, 1.306)
C (-4.342, 1.970, 0.924)
C (-5.332, 1.614, 1.990)
O (-5.151, 1.893, 3.148)
H (-9.491, -1.368, 0.445)
H (-9.290, -0.520, 2.844)
H (-7.598, 0.741, 3.501)
H (-7.899, -0.620, -1.193)
H (-3.653, 1.412, -2.355)
H (-1.361, 2.294, -1.529)
H (-1.111, 2.918, 0.708)
H (-2.949, 2.764, 2.352)
C (-0.818, 2.773, -5.047)
C (-1.031, 3.538, -6.215)
C (-2.160, 3.418, -7.008)
C (-3.171, 2.536, -6.578)
C (-2.948, 1.783, -5.436)
C (-1.726, 1.787, -4.744)
C (-3.951, 0.764, -4.973)
O (-3.666, -0.126, -4.198)
C (-5.286, 0.838, -5.587)
C (-6.319, 0.022, -5.116)
C (-7.627, 0.123, -5.598)
C (-7.798, 0.765, -6.796)
C (-6.817, 1.613, -7.300)
C (-5.538, 1.588, -6.753)
C (-4.420, 2.346, -7.414)
O (-4.529, 2.845, -8.501)
H (0.154, 2.918, -4.605)
H (-0.294, 4.319, -6.360)
H (-2.329, 3.999, -7.903)
H (-1.640, 1.112, -3.903)
H (-6.113, -0.665, -4.306)
H (-8.280, -0.572, -5.086)
H (-8.771, 0.824, -7.272)
H (-7.006, 2.090, -8.251)
C (9.373, 2.457, 2.805)
C (9.398, 3.816, 3.066)
C (8.252, 4.597, 2.979)
C (7.071, 4.099, 2.464)
C (7.041, 2.712, 2.145)
C (8.161, 1.903, 2.357)
C (5.839, 2.093, 1.539)
O (5.839, 0.925, 1.202)
C (4.731, 3.040, 1.197)
C (3.642, 2.583, 0.463)
C (2.530, 3.411, 0.210)
C (2.459, 4.688, 0.713)
C (3.596, 5.190, 1.368)
C (4.681, 4.375, 1.657)
C (5.826, 4.925, 2.405)
O (5.848, 6.065, 2.816)
H (10.188, 1.747, 2.778)
H (10.357, 4.200, 3.391)
H (8.315, 5.660, 3.172)
H (8.174, 0.879, 2.011)
H (3.713, 1.597, 0.030)
H (1.622, 2.878, -0.060)
H (1.571, 5.303, 0.699)
H (3.555, 6.101, 1.952)

Computed properties:
**HOMO**: -8.4051 eV
**Spin multiplicity**: 1

Record 2
Computed, not measured: a 9-piece molecular cluster, C81H171N9O9 overall in a non-equilibrium geometry, with ωB97M-V with the def2-TZVPD basis set.

CARTESIAN COORDINATES (ANGSTROEM)
C (5.724, 3.749, -3.510)
C (4.747, 4.925, -3.452)
C (5.319, 5.899, -2.372)
C (4.765, 5.341, -4.952)
C (3.786, 6.482, -5.188)
C (2.294, 6.083, -4.877)
C (2.201, 5.355, -3.485)
C (1.981, 6.357, -2.309)
C (0.920, 4.528, -3.730)
N (3.397, 4.375, -3.227)
O (3.231, 3.769, -2.002)
H (5.679, 3.313, -2.512)
H (5.481, 2.950, -4.210)
H (6.774, 3.937, -3.733)
H (5.098, 5.487, -1.387)
H (6.404, 6.006, -2.363)
H (4.763, 6.834, -2.311)
H (5.788, 5.715, -4.984)
H (4.537, 4.453, -5.541)
H (4.118, 7.238, -4.476)
H (3.808, 6.952, -6.171)
H (1.845, 5.498, -5.680)
H (1.658, 6.966, -4.948)
H (0.985, 6.478, -1.881)
H (2.368, 7.346, -2.555)
H (2.649, 6.139, -1.476)
H (0.170, 5.080, -4.298)
H (0.322, 4.106, -2.922)
H (1.213, 3.718, -4.398)
H (3.228, 2.824, -2.172)
C (-6.917, -8.617, -3.252)
C (-6.217, -7.548, -4.138)
C (-5.439, -8.344, -5.207)
C (-7.278, -6.659, -4.852)
C (-7.872, -5.438, -4.174)
C (-6.729, -4.629, -3.518)
C (-5.728, -5.501, -2.629)
C (-4.524, -4.586, -2.460)
C (-6.517, -5.934, -1.332)
N (-5.297, -6.732, -3.312)
O (-4.287, -7.512, -2.595)
H (-6.368, -9.254, -2.558)
H (-7.654, -8.205, -2.562)
H (-7.558, -9.213, -3.901)
H (-4.659, -8.911, -4.698)
H (-6.080, -8.906, -5.887)
H (-4.886, -7.690, -5.882)
H (-6.883, -6.312, -5.807)
H (-8.252, -7.127, -4.996)
H (-8.250, -4.801, -4.973)
H (-8.594, -5.687, -3.397)
H (-7.277, -3.827, -3.022)
H (-6.283, -4.139, -4.383)
H (-3.942, -4.388, -3.360)
H (-3.765, -4.980, -1.784)
H (-4.772, -3.581, -2.119)
H (-6.852, -5.077, -0.748)
H (-5.880, -6.585, -0.733)
H (-7.474, -6.408, -1.549)
H (-3.691, -7.880, -3.251)
C (-1.270, 0.902, 6.457)
C (-2.506, 1.629, 5.850)
C (-2.781, 1.275, 4.367)
C (-3.804, 1.233, 6.688)
C (-3.764, 1.752, 8.107)
C (-3.584, 3.204, 8.073)
C (-2.343, 3.708, 7.342)
C (-2.638, 5.187, 7.067)
C (-1.019, 3.642, 8.264)
N (-2.178, 2.994, 6.040)
O (-1.121, 3.495, 5.279)
H (-0.331, 0.801, 5.914)
H (-1.196, 1.200, 7.503)
H (-1.518, -0.159, 6.499)
H (-1.944, 1.459, 3.693)
H (-2.920, 0.195, 4.344)
H (-3.688, 1.753, 3.997)
H (-4.770, 1.561, 6.304)
H (-3.687, 0.151, 6.735)
H (-4.700, 1.626, 8.652)
H (-3.082, 1.271, 8.808)
H (-3.655, 3.714, 9.033)
H (-4.476, 3.731, 7.737)
H (-3.365, 5.219, 6.256)
H (-1.764, 5.671, 6.631)
H (-2.961, 5.833, 7.884)
H (-1.135, 2.891, 9.045)
H (-0.859, 4.542, 8.858)
H (-0.192, 3.380, 7.603)
H (-1.546, 4.132, 4.701)
C (-1.408, 2.469, -1.198)
C (-0.557, 1.155, -0.980)
C (0.633, 1.176, -1.955)
C (-0.002, 1.136, 0.484)
C (0.478, -0.231, 0.848)
C (-0.665, -1.171, 0.746)
C (-1.164, -1.336, -0.720)
C (-0.173, -2.164, -1.534)
C (-2.463, -2.213, -0.740)
N (-1.373, 0.014, -1.318)
O (-1.753, 0.071, -2.696)
H (-0.767, 3.320, -0.967)
H (-1.683, 2.620, -2.242)
H (-2.258, 2.445, -0.517)
H (1.357, 1.920, -1.621)
H (1.122, 0.207, -2.056)
H (0.357, 1.472, -2.967)
H (0.851, 1.804, 0.604)
H (-0.859, 1.477, 1.066)
H (1.350, -0.367, 0.208)
H (0.699, -0.005, 1.892)
H (-1.478, -0.929, 1.430)
H (-0.378, -2.205, 0.939)
H (-0.240, -3.248, -1.444)
H (0.832, -1.811, -1.302)
H (-0.338, -1.903, -2.580)
H (-2.789, -2.260, -1.780)
H (-3.333, -1.718, -0.309)
H (-2.426, -3.245, -0.392)
H (-2.697, 0.227, -2.623)
C (4.123, -3.096, -2.176)
C (4.868, -2.502, -3.365)
C (6.368, -2.743, -3.028)
C (4.534, -3.361, -4.578)
C (5.051, -2.828, -5.928)
C (4.237, -1.498, -5.937)
C (4.660, -0.423, -4.940)
C (6.123, 0.064, -5.321)
C (3.655, 0.743, -5.036)
N (4.544, -1.004, -3.589)
O (5.178, -0.204, -2.607)
H (3.151, -2.652, -2.388)
H (4.004, -4.173, -2.059)
H (4.454, -2.594, -1.267)
H (6.525, -3.544, -2.306)
H (6.967, -2.944, -3.916)
H (6.864, -1.943, -2.479)
H (4.832, -4.380, -4.331)
H (3.445, -3.304, -4.585)
H (6.140, -2.798, -5.892)
H (4.751, -3.445, -6.776)
H (3.155, -1.624, -5.906)
H (4.405, -0.999, -6.892)
H (6.824, -0.726, -5.052)
H (6.434, 0.903, -4.697)
H (6.231, 0.306, -6.379)
H (3.680, 1.311, -4.106)
H (2.628, 0.394, -5.146)
H (3.831, 1.369, -5.911)
H (4.465, 0.168, -2.082)
C (0.148, -3.997, 4.008)
C (0.530, -3.459, 5.398)
C (1.753, -2.480, 5.225)
C (-0.653, -2.623, 5.999)
C (-1.823, -3.476, 6.558)
C (-1.238, -4.354, 7.635)
C (-0.105, -5.309, 7.144)
C (0.502, -5.893, 8.422)
C (-0.822, -6.306, 6.242)
N (0.909, -4.442, 6.409)
O (2.075, -5.214, 6.234)
H (0.704, -4.912, 3.802)
H (-0.877, -4.360, 3.934)
H (0.184, -3.221, 3.243)
H (1.654, -1.737, 4.434)
H (1.947, -1.912, 6.135)
H (2.651, -3.093, 5.156)
H (-0.333, -2.004, 6.837)
H (-1.049, -2.008, 5.191)
H (-2.579, -2.785, 6.931)
H (-2.302, -4.070, 5.780)
H (-2.078, -5.039, 7.748)
H (-1.016, -3.865, 8.584)
H (0.770, -5.117, 9.140)
H (1.376, -6.538, 8.336)
H (-0.117, -6.537, 9.048)
H (-1.444, -5.996, 5.403)
H (-1.606, -6.863, 6.756)
H (-0.147, -7.046, 5.813)
H (2.472, -5.128, 7.104)
C (6.014, 7.201, 2.149)
C (4.994, 6.275, 2.931)
C (4.742, 6.806, 4.280)
C (3.648, 6.458, 2.164)
C (2.609, 5.464, 2.545)
C (3.076, 4.081, 2.387)
C (4.384, 3.737, 3.299)
C (3.963, 3.755, 4.727)
C (5.072, 2.431, 2.825)
N (5.414, 4.856, 2.950)
O (6.556, 4.821, 3.665)
H (6.402, 6.639, 1.299)
H (5.476, 8.066, 1.760)
H (6.678, 7.713, 2.846)
H (3.845, 6.508, 4.824)
H (5.610, 6.628, 4.915)
H (4.706, 7.891, 4.187)
H (3.415, 7.514, 2.300)
H (3.828, 6.193, 1.123)
H (2.247, 5.622, 3.561)
H (1.709, 5.675, 1.967)
H (3.180, 4.003, 1.305)
H (2.295, 3.371, 2.660)
H (3.735, 2.816, 5.231)
H (2.986, 4.210, 4.888)
H (4.763, 4.229, 5.296)
H (4.885, 2.324, 1.756)
H (4.582, 1.594, 3.322)
H (6.133, 2.366, 3.064)
H (7.229, 4.649, 3.002)
C (-0.177, -7.828, -8.015)
C (0.590, -7.832, -6.747)
C (0.969, -9.296, -6.305)
C (1.985, -7.126, -6.993)
C (2.010, -5.598, -6.838)
C (1.558, -5.352, -5.469)
C (0.078, -5.890, -5.127)
C (0.012, -5.960, -3.611)
C (-1.026, -5.076, -5.923)
N (-0.056, -7.279, -5.612)
O (-1.193, -7.986, -5.101)
H (-1.158, -8.295, -7.928)
H (-0.291, -6.792, -8.334)
H (0.301, -8.235, -8.906)
H (1.303, -9.215, -5.271)
H (0.105, -9.960, -6.282)
H (1.666, -9.797, -6.977)
H (2.643, -7.481, -6.201)
H (2.399, -7.338, -7.979)
H (2.980, -5.100, -6.847)
H (1.267, -5.148, -7.497)
H (1.441, -4.293, -5.235)
H (2.306, -5.721, -4.767)
H (0.799, -6.587, -3.191)
H (-0.951, -6.304, -3.234)
H (0.321, -4.986, -3.232)
H (-0.899, -4.967, -7.000)
H (-1.166, -4.124, -5.411)
H (-1.984, -5.514, -5.641)
H (-0.798, -8.243, -4.265)
C (-2.955, 7.268, -0.477)
C (-3.674, 6.467, 0.603)
C (-4.970, 5.867, 0.002)
C (-2.685, 5.234, 0.976)
C (-2.996, 4.390, 2.306)
C (-3.153, 5.493, 3.341)
C (-4.286, 6.645, 3.181)
C (-5.604, 5.957, 3.215)
C (-4.213, 7.618, 4.422)
N (-3.992, 7.301, 1.798)
O (-4.713, 8.440, 1.576)
H (-3.739, 7.889, -0.910)
H (-2.164, 7.984, -0.250)
H (-2.509, 6.486, -1.090)
H (-5.465, 5.051, 0.528)
H (-5.771, 6.598, -0.111)
H (-4.656, 5.486, -0.969)
H (-2.786, 4.587, 0.104)
H (-1.658, 5.595, 0.930)
H (-3.920, 3.811, 2.294)
H (-2.375, 3.531, 2.559)
H (-2.162, 5.865, 3.600)
H (-3.560, 4.867, 4.135)
H (-6.304, 6.712, 2.857)
H (-5.842, 5.594, 4.215)
H (-5.656, 5.124, 2.513)
H (-3.387, 8.310, 4.260)
H (-3.877, 7.214, 5.377)
H (-5.160, 8.154, 4.354)
H (-3.994, 9.076, 1.589)

Computed properties:
**HOMO**: -7.8403 eV
**Spin multiplicity**: 1

For reference, relative energy (zero: lowest compared OMol25 entry of this formula, charge and spin) by record: 0.00, 260.08 kcal per mole.